[1]
Entry from the OMol25 dataset: a structure of composition C4H10NS at a distorted geometry (the ωB97M-V functional and the def2-TZVPD basis).

Geometry as XYZ:
```
16
Properties=species:S:1:pos:R:3:forces:R:3:nbo_charge:R:1
C 0.763751 -0.192834 1.290876 3.6419 3.6107 -1.9866 -0.5101
C 1.033224 0.107382 -1.008170 1.6849 -0.5017 0.1585 -0.5294
C -0.045293 0.118628 0.025251 -1.4877 1.1815 1.4097 0.1317
C -0.993095 1.384744 -0.049125 0.0776 -1.7220 1.0130 -0.6276
N -0.782204 -1.266763 -0.101741 -0.0755 -1.9499 -2.8518 -0.7519
S 2.086813 -0.993491 0.213188 -0.9997 -0.1138 -0.9820 0.1740
H 1.362330 0.731796 1.688182 -1.7463 -1.5601 -0.4017 0.2665
H 0.291553 -0.738870 2.028784 -0.7422 -1.1010 1.5774 0.2240
H 0.803575 -0.005731 -2.081824 -0.1528 -1.2788 0.5214 0.2606
H 1.639233 0.992117 -1.101514 -0.1712 0.8040 0.7947 0.2642
H -1.532484 1.580478 0.914899 0.4366 -0.2586 -0.9555 0.2484
H -1.685972 1.188265 -0.857726 -0.4200 0.2447 -0.1127 0.2245
H -0.400657 2.252103 -0.322530 0.1507 -0.0328 0.1237 0.2544
H -0.739558 -1.982462 0.637808 -0.7088 1.1910 0.9299 0.4529
H -0.083510 -1.843354 -0.669984 -0.8641 1.0433 -0.1162 0.4606
H -1.717705 -1.332004 -0.606379 1.3767 0.4435 0.8781 0.4572
```
Positions in Å, forces in eV/Å.

The charge is +1. As for the total energy: -16627.08325 eV. The value obtained for the HOMO energy is -13.4 eV. The multiplicity is 1. As for the relative energy (zero: lowest compared OMol25 entry of this formula, charge and spin): 43.4 kcal per mole.

***

[2]
Entry from the OMol25 dataset: an isolated molecule of C6H11F at a distorted geometry (the ωB97M-V functional and the def2-TZVPD basis).

Geometry as XYZ:
```
18
Properties=species:S:1:pos:R:3:forces:R:3:nbo_charge:R:1
C -0.908069 -2.198216 -0.256896 1.1676 -0.1244 -1.2014 -0.6437
C -0.317239 -0.732224 -0.480446 1.4233 -0.3033 -0.0748 -0.0219
C -0.368935 -0.198219 -1.892670 -1.9979 3.0903 0.1429 -0.6539
C 0.433677 -0.112155 0.467603 -1.4691 -4.1461 0.2839 -0.2001
C 1.058033 1.269253 0.371586 -5.5270 -1.0914 2.4682 -0.4833
C 0.514058 1.873408 1.684297 -2.3928 0.3164 2.2285 0.0456
F 0.635211 0.947830 2.888780 1.1078 1.7515 -1.8314 -0.4203
H -1.007755 -2.850001 -1.420004 0.8177 1.8635 3.8182 0.2135
H -2.004454 -2.021872 -0.009064 1.4429 -0.7932 0.3462 0.2260
H -0.116958 -2.723310 0.644336 -3.0496 1.1693 -2.9114 0.2395
H 0.090384 0.826598 -2.168530 -0.3683 -1.6632 1.0216 0.2075
H -1.398711 -0.077280 -2.306898 0.2364 -0.1315 0.6554 0.2120
H 0.013047 -0.878708 -2.553920 1.4453 -1.9188 -1.5839 0.2162
H 0.458208 -0.877451 1.444149 0.5357 2.9039 -2.2402 0.2294
H 0.627589 1.831238 -0.459426 0.2196 -0.0280 0.1382 0.2313
H 2.044542 1.183769 0.336888 4.4058 0.0788 -0.1148 0.2175
H -0.674827 1.818138 1.759475 2.5594 0.8815 -1.0784 0.1980
H 0.922197 2.919202 1.950740 -0.5569 -1.8553 -0.0670 0.1869
```
Positions in Å, forces in eV/Å.

As for the total energy: -9113.91220 eV. The value obtained for the HOMO energy is -9.0 eV. The multiplicity is 1. As for the structure (SMILES): CC(C)=CCCF. As for the relative energy (zero: lowest compared OMol25 entry of this formula, charge and spin): 82.1 kcal per mole.